37
Properties=species:S:1:pos:R:3:lowdin_spin:R:1 method="wB97M-V/def2-TZVPD" homo_energy_ev="-8.329 / -7.606" total_energy_ha=-1069.822599 orbital_gap_ev="8.46 / 4.59" s_squared=0.7611 spin_multiplicity=2
Sr 0.70101 -1.17030 -0.31334 -0.02
F 2.42724 -2.86763 0.58761 0.10
F 0.05157 -3.38023 -1.42022 0.49
F 2.40831 -1.55121 -2.22244 0.43
C -0.59053 2.30255 -3.06313 0.00
C -0.09762 1.40062 -1.91264 0.00
C -0.81257 1.79506 -0.57138 0.00
O -0.41302 0.94223 0.49615 0.00
C -0.90920 1.23755 1.77974 0.00
N -0.16973 0.04412 -2.36053 0.00
H 0.02426 2.36163 -3.96126 0.00
H -0.79629 3.34897 -2.83780 0.00
H -1.60216 2.05245 -3.38273 0.00
H 0.92329 1.60541 -1.59028 0.00
H -1.89420 1.78289 -0.70569 0.00
H -0.41247 2.79733 -0.41813 0.00
H -1.97323 1.01180 1.70928 0.00
H -0.79718 2.28240 2.06928 0.00
H -0.43888 0.68522 2.59328 0.00
H 0.13910 -0.21471 -3.28666 0.00
H -1.14741 -0.17212 -2.49274 0.00
C -2.82672 -2.33033 0.82101 0.00
O -1.76482 -1.76949 0.71778 0.00
N -3.82923 -2.25299 -0.04920 0.00
N -3.15986 -2.86432 1.98049 0.00
H -3.58620 -1.92824 -0.97417 0.00
H -4.60065 -2.87067 0.15933 0.00
H -2.46935 -2.84261 2.71726 0.00
H -4.11866 -3.17369 2.05191 0.00
C 3.42614 0.33669 1.57093 0.00
O 2.33267 0.24469 1.05370 0.00
N 3.81063 1.41113 2.23098 0.00
N 4.44525 -0.41313 1.42368 0.00
H 3.36858 2.27015 1.93642 0.00
H 4.69544 1.31595 2.70864 0.00
H 4.48696 -1.25740 0.87091 0.00
H 5.16966 -0.16972 2.08405 0.00